Record 1
DFT (ωB97M-V/def2-TZVPD) results for 13 unconnected molecules or ions with the total composition C3H34N2O12S in a non-equilibrium geometry.

```
52
Properties=species:S:1:pos:R:3
C -0.18841 -0.56674 -1.31747
C -1.48611 -0.17924 -0.60194
S -2.93357 -0.23749 -1.71506
N 0.92205 -0.62708 -0.33319
C 2.12539 -1.32282 -0.84122
N 3.22242 -1.22830 0.12113
H -0.29260 -1.49181 -1.87910
H 0.11912 0.17314 -2.09514
H -1.40711 0.90070 -0.22318
H -1.68270 -0.79554 0.28357
H -3.09762 -1.62308 -1.80257
H 0.56257 -1.11768 0.56036
H 2.01060 -2.36411 -1.11152
H 2.44532 -0.84938 -1.74497
H 3.61556 -0.24943 0.17096
H 2.97046 -1.46677 1.00788
H -1.26116 -0.51385 2.68945
H -1.99252 0.83667 2.54194
O -1.28798 0.35130 2.93468
H -0.27440 1.20389 -3.76696
H -1.16962 0.16252 -4.51696
O -0.23872 0.52960 -4.46034
H 1.95366 1.26267 -0.75154
H 1.29739 2.38813 -1.59793
O 1.97846 2.23072 -0.94029
H -1.32060 -3.51108 -0.75658
H -1.76542 -4.17063 -2.05585
O -1.96636 -3.43766 -1.44939
H 1.15069 0.77638 1.32122
H 0.13023 0.89576 2.58188
O 1.11471 1.10469 2.24240
H -0.58073 3.39569 0.44813
H -1.83408 4.21856 0.00150
O -1.45762 3.30817 -0.04379
H -3.62675 1.42424 0.93084
H -2.48379 2.29346 0.92015
O -3.02622 1.81298 1.52458
H 0.89442 2.69769 1.73978
H 1.42439 3.20381 0.33923
O 0.83591 3.50415 1.11128
H -0.80281 2.91144 -1.59103
H -0.19739 3.51300 -2.84716
O -0.25552 2.67645 -2.35581
H 0.63414 -4.73435 0.74547
H 1.27376 -3.37024 0.28845
O 0.41628 -3.87558 0.38566
H 1.82379 -0.41035 2.82962
H 2.19366 -1.44170 3.88982
O 1.98599 -1.33288 2.94812
H 0.41207 -1.90726 2.54426
H -0.39762 -2.84711 1.49514
O -0.48562 -2.10368 2.20146
```

Summary:
Calculated total energy in a.u.: -1545.3030
E_HOMO in Ha: -0.3328
Kohn-Sham gap in eV: 8.964
Energy relative to the best compared isomer or geometry (same formula, charge and spin) in eV: 0.0000

Mulliken population analysis, charges in e, atoms 1 to 6: atom 1 (C): -0.40, atom 2 (C): 0.13, atom 3 (S): -0.26, atom 4 (N): 0.94, atom 5 (C): -1.28, atom 6 (N): -0.51



Record 2
DFT (ωB97M-V/def2-TZVPD) results for a molecular structure, C31H32BrN6S3SeSr in a non-equilibrium geometry.

```
75
Properties=species:S:1:pos:R:3
Sr 0.92729 -2.41745 0.55386
C 1.99517 0.84886 1.97182
C 1.44929 0.44843 3.18541
C 2.20724 -0.31372 4.06445
C 3.50304 -0.68020 3.72836
C 4.03782 -0.30412 2.50337
C 3.28354 0.45902 1.62230
H 1.40138 1.43891 1.28509
H 0.42635 0.70769 3.42507
H 1.77403 -0.64653 4.99781
H 4.08374 -1.29804 4.40150
H 5.03426 -0.62407 2.22534
H 3.68894 0.73676 0.65745
S 2.14305 -4.41267 -0.94761
C 2.08412 -3.20459 -2.23342
S 1.81477 -1.48417 -1.91399
C 2.25064 -3.59483 -3.53752
C 2.17278 -2.64950 -4.61679
N 2.09464 -1.90613 -5.49286
C 2.50258 -4.95614 -3.91391
N 2.72804 -6.03015 -4.26181
C -2.46213 -1.74883 -2.61929
C -2.83349 -0.33250 -3.03309
C -1.66218 0.42216 -3.65579
C -0.60696 0.82607 -2.64773
N -1.04161 1.91065 -1.77502
C -1.39042 1.79669 -0.47179
Se -1.38664 0.28251 0.59111
N -1.72585 3.04696 -0.03794
C -2.16310 3.42704 1.30477
C -3.65623 3.73031 1.36367
C -4.56462 2.50338 1.33110
C -4.53041 1.69581 2.62043
C -1.56292 3.95759 -1.06945
C -1.74627 5.32899 -1.12375
C -1.47083 5.94973 -2.33354
C -1.03061 5.22067 -3.44313
C -0.85246 3.84635 -3.38377
C -1.13021 3.23290 -2.17338
H -3.30800 -2.27917 -2.18386
H -1.66413 -1.73771 -1.87484
H -2.09607 -2.32880 -3.46815
H -3.20044 0.21838 -2.15849
H -3.66253 -0.35687 -3.74574
H -2.02167 1.30716 -4.19032
H -1.15794 -0.20391 -4.39681
H 0.31420 1.14894 -3.13855
H -0.34082 0.00119 -1.99132
H -1.57925 4.30854 1.58284
H -1.87131 2.61204 1.96820
H -3.90112 4.40190 0.53493
H -3.84556 4.29931 2.27927
H -4.28317 1.86594 0.48725
H -5.58786 2.83488 1.13197
H -3.55695 1.24803 2.80207
H -5.23539 0.86733 2.59792
H -4.78536 2.32439 3.47708
H -2.08728 5.89040 -0.26607
H -1.59895 7.01915 -2.41959
H -0.82365 5.73893 -4.36881
H -0.50876 3.28236 -4.23805
Br 1.56163 -4.11363 4.10967
C 3.05566 -4.35042 2.97558
C 3.87574 -5.45467 3.18488
C 4.94465 -5.61894 2.32774
C 5.15198 -4.69278 1.31551
C 4.26781 -3.64158 1.19892
N 3.22622 -3.45985 2.02321
H 3.66202 -6.15231 3.97886
H 5.60164 -6.47101 2.44181
H 5.96021 -4.79520 0.60723
H 4.37098 -2.91570 0.40600
S -2.47768 -1.66534 4.40953
C -1.46423 -2.04935 3.15993
N -0.72035 -2.29549 2.29283
```

Summary:
Total charge: -1
Calculated total energy in a.u.: -7729.9955
E_HOMO in Ha: -0.1841
Kohn-Sham gap in eV: 7.142
Energy relative to the best compared isomer or geometry (same formula, charge and spin) in eV: 0.6742

Mulliken population analysis, charges in e, atoms 1 to 6: atom 1 (Sr): 1.57, atom 2 (C): -0.34, atom 3 (C): -0.12, atom 4 (C): -0.51, atom 5 (C): -0.52, atom 6 (C): -0.36



Record 3
DFT (ωB97M-V/def2-TZVPD) results for a molecular structure, C11H11MnNO3Te4 in a non-equilibrium geometry.

```
31
Properties=species:S:1:pos:R:3
Mn -1.85771 0.30364 0.82045
Te -2.90933 -0.70601 2.80398
Te -4.10773 -0.65341 5.22342
Te -5.92811 2.70842 2.73277
Te -3.80056 1.56032 1.52211
C 0.30081 1.56942 -2.59790
C 0.39692 0.92088 -1.23480
O -0.71507 0.53237 -0.74222
C 1.61314 0.77609 -0.58570
C 1.62458 0.18065 0.79333
C 3.00858 -0.00952 1.35128
C 4.09795 0.46209 0.74331
C 4.03298 1.13981 -0.54673
C 2.83892 1.26607 -1.15630
H -0.74364 1.57446 -2.89655
H 0.87878 1.01833 -3.34147
H 0.66757 2.59727 -2.57763
H 1.07751 -0.75764 0.81099
H 3.07384 -0.50373 2.31345
H 5.06744 0.32063 1.21003
H 4.93848 1.50248 -1.01507
H 2.79608 1.73964 -2.13032
N 0.79200 1.07102 1.73170
C -0.35340 1.24128 1.85878
C -2.48535 -3.37917 -1.10056
C -2.30232 -2.13285 -0.25332
O -3.13030 -1.19461 -0.37423
O -1.32853 -2.09693 0.54409
H -3.42488 -3.33474 -1.64709
H -2.46572 -4.26012 -0.45759
H -1.65293 -3.45616 -1.80222
```

Summary:
Total charge: -2
Calculated total energy in a.u.: -2929.3356
E_HOMO (alpha / beta) in Ha: -0.0135 / -0.0162
Kohn-Sham gap (alpha / beta) in eV: 4.770 / 4.849
Energy relative to the best compared isomer or geometry (same formula, charge and spin) in eV: 2.0496
Multiplicity: 6

Mulliken population analysis, charges in e, atoms 1 to 6: atom 1 (Mn): 0.41, atom 2 (Te): -0.22, atom 3 (Te): -0.53, atom 4 (Te): -0.50, atom 5 (Te): -0.24, atom 6 (C): -1.67



Record 4
DFT (ωB97M-V/def2-TZVPD) results for 2 unconnected molecules or ions with the total composition C6H12N in a non-equilibrium geometry.

```
19
Properties=species:S:1:pos:R:3
C 1.90181 1.18375 -0.63035
C 2.54741 0.05163 0.09973
C 1.72119 -1.27686 0.03087
C 0.35542 -1.02321 0.55609
C -0.49067 -0.27433 -0.13968
N -4.21124 0.88827 0.67943
C -3.83241 -0.00209 -0.14460
H 2.10601 1.22789 -1.68867
H 0.78756 0.94470 -0.53941
H 2.05993 2.16331 -0.20712
H 3.55813 -0.24271 -0.17880
H 2.56376 0.15167 1.20411
H 1.64466 -1.61366 -1.00241
H 2.34184 -2.01554 0.55754
H 0.21493 -1.26392 1.61851
H -1.00657 0.48276 0.50144
H -5.00371 1.35565 0.22059
H -2.75863 -0.27424 -0.06261
H -4.49942 -0.46308 -0.87466
```

Summary:
Total charge: +1
Calculated total energy in a.u.: -290.0544
E_HOMO in Ha: -0.4808
Kohn-Sham gap in eV: 4.892
Energy relative to the best compared isomer or geometry (same formula, charge and spin) in eV: 7.2799

Mulliken population analysis, charges in e, atoms 1 to 6: atom 1 (C): -0.54, atom 2 (C): -0.38, atom 3 (C): -0.72, atom 4 (C): 0.11, atom 5 (C): -0.42, atom 6 (N): -0.48



Record 5
DFT (ωB97M-V/def2-TZVPD) results for a single C4H7NO2 molecule.

```
14
Properties=species:S:1:pos:R:3
O -1.13329 -0.54216 1.39395
C -0.98669 0.02027 0.10366
C -0.26353 -0.93637 -0.83689
N 1.16769 -1.01979 -0.56408
C 1.71491 -0.07540 0.07749
O 1.16801 1.05671 0.56420
C -0.18268 1.31268 0.16895
H -0.41490 -1.17525 1.53816
H -1.99494 0.24974 -0.26636
H -0.41280 -0.64262 -1.88306
H -0.68394 -1.94144 -0.72106
H 2.77757 -0.11210 0.31345
H -0.17273 1.81232 -0.80982
H -0.58267 1.99340 0.92142
```

Summary:
Calculated total energy in a.u.: -361.8286
E_HOMO in Ha: -0.3632
Kohn-Sham gap in eV: 10.706
SMILES: O[C@@H]1CN=COC1
Energy relative to the best compared isomer or geometry (same formula, charge and spin) in eV: 1.4206

Mulliken population analysis, charges in e, atoms 1 to 6: atom 1 (O): -0.55, atom 2 (C): -0.04, atom 3 (C): -0.68, atom 4 (N): -0.51, atom 5 (C): 0.09, atom 6 (O): -0.37